Record 1
18
Properties=species:S:1:pos:R:3:mulliken_charge:R:1 method="wB97M-V/def2-TZVPD" gap_ev=10.3 total_energy_ha=-487.13019 e_lumo_ev=1.0 smiles="C=C(C)[SiH](C)C"
C -0.81 -1.35 -1.26 -0.967
C 0.26 -0.64 -0.97 0.537
C 1.41 -0.71 -1.87 -1.074
Si 0.15 0.83 0.62 0.371
C -1.61 1.42 0.54 -0.902
C 0.54 -0.01 2.29 -0.881
H -1.54 -1.22 -0.53 0.311
H -0.86 -2.00 -2.12 0.306
H 1.33 -1.51 -2.68 0.305
H 2.39 -1.03 -1.27 0.217
H 1.65 0.25 -2.30 0.263
H 1.17 1.96 0.29 -0.161
H -2.02 1.52 1.50 0.355
H -1.84 2.29 -0.02 0.305
H -2.03 0.46 0.12 0.166
H 0.04 -1.07 2.30 0.269
H 1.58 0.05 2.31 0.290
H 0.20 0.75 3.06 0.291

Record 2
14
Properties=species:S:1:pos:R:3:mulliken_charge:R:1 method="wB97M-V/def2-TZVPD" gap_ev=8.1 total_energy_ha=-324.65915 e_lumo_ev=0.8 smiles="C[N@@H+]1C=CC=C1[O-]"
C -1.61 0.25 0.69 -0.869
N -0.54 0.23 -0.31 0.046
C -0.04 -1.08 -0.71 -0.853
C 1.30 -1.08 -0.53 -0.034
C 1.82 0.16 -0.03 -0.714
C 0.81 1.08 0.19 0.484
O 0.58 2.20 0.56 -0.611
H -2.58 0.09 0.21 0.317
H -1.59 1.23 1.19 0.352
H -1.43 -0.55 1.42 0.318
H -0.83 0.79 -1.12 0.309
H -0.72 -1.85 -1.02 0.407
H 1.92 -1.94 -0.75 0.431
H 2.86 0.38 0.16 0.417

Record 3
35
Properties=species:S:1:pos:R:3:mulliken_charge:R:1 method="wB97M-V/def2-TZVPD" gap_ev=8.3 total_energy_ha=-1510.55146 e_lumo_ev=2.6 total_charge=-1
Cl -0.50 -1.71 0.43 -0.768
C -0.13 1.97 2.25 -0.812
C 0.91 1.22 3.05 0.719
O 1.38 1.69 4.09 -0.723
N 1.21 0.01 2.59 0.081
C 2.05 -0.92 3.33 -0.992
H -0.37 1.45 1.32 0.197
H 0.21 2.98 2.02 0.281
H -1.08 2.02 2.78 0.221
H 0.78 -0.33 1.73 -0.050
H 1.62 -1.90 3.14 0.313
H 2.08 -0.68 4.38 0.343
H 3.07 -0.87 2.94 0.277
C -4.41 -0.55 0.93 -0.935
C -4.21 0.16 -0.40 0.717
O -5.11 0.90 -0.83 -0.712
N -3.03 0.00 -1.00 0.085
C -2.62 0.67 -2.21 -0.817
H -5.41 -0.43 1.31 0.300
H -3.61 -0.29 1.62 0.223
H -4.30 -1.64 0.79 0.285
H -2.33 -0.59 -0.56 -0.003
H -3.03 1.66 -2.36 0.331
H -2.96 0.09 -3.07 0.297
H -1.53 0.71 -2.23 0.167
C 2.05 -0.62 -1.74 -0.632
S 3.87 -0.52 -1.83 0.478
O 4.34 -1.96 -1.76 -0.630
C 3.98 -0.16 -3.59 -0.923
H 1.73 -1.40 -2.42 0.333
H 1.53 0.29 -2.06 0.311
H 1.81 -0.91 -0.72 0.104
H 3.44 0.74 -3.86 0.325
H 3.55 -0.99 -4.15 0.294
H 5.02 -0.08 -3.90 0.319

Record 4
77
Properties=species:S:1:pos:R:3:mulliken_charge:R:1 method="wB97M-V/def2-TZVPD" gap_ev=8.5 total_energy_ha=-2561.74877 e_lumo_ev=-2.9 total_charge=+1
O -0.98 -1.48 -1.06 1.066
O 0.92 0.70 -3.11 0.136
C -0.12 -2.58 -1.57 -0.360
C -0.67 -3.96 -1.27 -1.490
H 0.86 -2.42 -1.09 0.249
H 0.00 -2.44 -2.67 0.438
H -0.71 -4.15 -0.19 0.319
H 0.02 -4.70 -1.72 0.445
H -1.67 -4.13 -1.70 0.315
C -2.06 -1.05 -2.01 0.411
C -1.83 -1.27 -3.48 -2.002
H -2.19 0.01 -1.77 0.062
H -2.97 -1.55 -1.66 0.228
H -0.93 -0.76 -3.81 0.332
H -2.69 -0.84 -4.01 0.456
H -1.80 -2.32 -3.74 0.466
C 0.48 2.07 -2.92 -0.058
C 2.16 0.53 -3.77 -0.061
C -0.60 2.23 -3.95 -1.055
H 1.24 2.88 -2.96 0.351
H 0.10 2.02 -1.89 -0.123
H -0.18 2.12 -4.96 0.273
H -1.09 3.20 -3.85 0.445
H -1.31 1.42 -3.79 0.093
C 1.96 0.75 -5.24 -1.608
H 2.37 -0.52 -3.54 0.244
H 3.01 1.15 -3.41 0.242
H 1.08 0.19 -5.53 0.330
H 2.80 0.42 -5.85 0.445
H 1.77 1.79 -5.46 0.342
H 2.30 1.04 -0.92 -0.505
Sc -0.59 -0.66 1.02 -0.318
C 1.70 0.41 -0.25 0.252
Si 3.41 0.51 0.61 0.022
H 1.42 -0.55 -0.72 -0.280
H 0.85 1.01 0.12 0.439
C 4.50 -0.67 -0.34 -1.083
C 3.33 0.06 2.41 -0.772
C 3.67 2.35 0.32 -1.065
C -2.23 -1.82 1.63 -0.684
Si -3.32 -0.34 1.53 0.459
H -2.03 -2.39 2.54 0.667
H -2.29 -2.53 0.77 0.259
C -4.73 -0.63 0.32 -1.230
C -2.40 1.22 0.89 -0.687
C -4.05 0.06 3.20 -1.175
H 3.10 2.76 -0.52 0.329
H 4.73 2.54 0.11 0.409
H 3.34 2.89 1.21 0.300
H 4.23 -1.71 -0.11 0.318
H 5.53 -0.48 -0.01 0.392
H 4.45 -0.53 -1.43 0.316
H 2.97 -0.99 2.53 0.115
H 2.66 0.77 2.93 0.091
H 4.37 0.15 2.76 0.525
H -2.82 1.49 -0.09 0.579
H -1.28 1.31 0.78 0.138
H -2.66 2.03 1.59 0.589
H -4.95 0.67 3.09 0.353
H -3.33 0.59 3.84 0.296
H -4.32 -0.88 3.70 0.346
H -5.60 -0.02 0.61 0.363
H -5.00 -1.69 0.35 0.349
H -4.45 -0.37 -0.71 0.324
O 1.12 -2.42 4.30 -0.656
C 0.72 -1.59 3.50 0.105
O 0.67 -1.73 2.18 -0.587
C 0.29 -0.23 4.06 0.603
C 0.50 0.06 5.41 -0.791
C 0.23 1.35 5.88 -0.454
C -0.27 2.28 4.95 -0.937
C -0.46 1.89 3.64 -0.479
N -0.20 0.66 3.15 0.925
H 0.89 -0.73 6.05 0.532
H 0.40 1.61 6.92 0.459
H -0.51 3.30 5.26 0.444
H -0.86 2.62 2.92 0.474